# 1
ORCA calculation (ωB97M-V/def2-TZVPD) on a molecular structure, C15H19BrReSi at a distorted geometry.

Calculated values
Expectation value of S²   3.791
Multiplicity   4
E_HOMO (spin up / spin down)   -8.09 / -7.78 eV
Orbital gap (spin up / spin down)   7.71 / 5.96 eV

Last column: natural (NBO) charge in e.
CARTESIAN COORDINATES (ANGSTROEM)
C -1.531 -1.049 -3.576  -0.296
C -1.991 -2.140 -2.783  -0.327
C -2.610 -1.611 -1.591  -0.303
H -1.677 -3.150 -2.976  0.266
C -2.506 -0.174 -1.684  -0.316
C -1.928 0.137 -2.938  -0.235
H -1.872 1.116 -3.388  0.253
H -1.068 -1.037 -4.551  0.260
H -2.859 -2.137 -0.671  0.267
H -2.898 0.586 -1.042  0.269
Re -0.618 -1.043 -1.565  0.979
Br 1.304 -2.706 -0.899  -0.437
C 2.700 1.636 -1.369  -0.335
C 1.724 2.343 -2.146  -0.171
C 1.413 1.532 -3.301  -0.180
H 1.134 3.208 -1.820  0.219
C 2.094 0.286 -3.161  -0.363
C 2.902 0.345 -1.989  -0.041
H 3.462 -0.485 -1.565  0.228
H 3.082 1.931 -0.399  0.226
H 0.552 1.689 -3.960  0.204
H 1.917 -0.616 -3.742  0.229
C 1.526 -0.817 3.624  -1.110
Si -0.032 0.122 3.198  1.614
C -1.539 -0.762 3.851  -1.115
C 0.005 1.846 3.916  -1.111
C -0.084 0.312 1.329  -0.459
C -0.448 -0.127 0.199  -0.366
H 1.556 -0.955 4.717  0.233
H 2.391 -0.228 3.277  0.240
H 1.511 -1.787 3.105  0.248
H -1.674 -0.832 4.941  0.245
H -2.368 -0.189 3.416  0.235
H -1.547 -1.771 3.426  0.241
H 0.892 2.393 3.558  0.240
H -0.910 2.335 3.542  0.236
H -0.006 1.796 5.016  0.233

***

# 2
ORCA calculation (ωB97M-V/def2-TZVPD) on a gas-phase ion, C6H14FN2 (charge +1) at a distorted geometry.

Calculated values
Total charge   +1
SMILES   C=C(C[NH3+])C[C@](C)(N)F
Relative energy (zero: lowest compared OMol25 entry of this formula, charge and spin)   110.2 kJ/mol
E_HOMO   -13.90 eV
Orbital gap   10.72 eV

Last column: natural (NBO) charge in e.
CARTESIAN COORDINATES (ANGSTROEM)
C 2.131 0.340 1.138  -0.320
C 0.844 0.428 0.828  -0.061
C 0.391 -1.704 -1.088  -0.642
C 0.399 0.756 -0.574  -0.490
C -0.196 0.272 1.880  -0.253
C -0.364 -0.397 -1.271  0.517
N -0.606 -0.180 -2.568  -0.819
N -1.443 1.026 1.615  -0.686
F -1.701 -0.622 -0.389  -0.528
H 2.591 -0.166 2.020  0.231
H 2.847 0.199 0.326  0.216
H -0.120 -2.557 -1.495  0.239
H 1.214 -1.557 -1.758  0.237
H 0.570 -1.846 -0.098  0.219
H -0.205 1.826 -0.670  0.212
H 1.226 0.923 -1.241  0.271
H 0.063 0.628 2.904  0.236
H -0.531 -0.727 1.984  0.238
H -0.925 -1.037 -3.131  0.408
H -1.191 0.666 -2.940  0.410
H -0.989 1.992 1.628  0.440
H -2.215 0.887 2.254  0.451
H -1.790 0.852 0.646  0.475

***

# 3
ORCA calculation (ωB97M-V/def2-TZVPD) on C24H30FN3O5S in the gas phase at a distorted geometry.

Calculated values
SMILES   COc1ccc(OC)c(S(=O)(=O)N2CCC(C(=O)N3CCN(c4ccc(F)cc4)CC3)CC2)c1
Relative energy (zero: lowest compared OMol25 entry of this formula, charge and spin)   157.0 kJ/mol
E_HOMO   -7.91 eV
Orbital gap   8.42 eV

Last column: natural (NBO) charge in e.
CARTESIAN COORDINATES (ANGSTROEM)
C -7.722 -2.029 -2.259  -0.253
H -8.211 -1.090 -1.982  0.180
O -7.110 -2.640 -1.145  -0.491
C -6.133 -1.955 -0.496  0.281
C -5.569 -2.572 0.620  -0.215
C -4.565 -1.960 1.340  -0.273
C -4.082 -0.700 0.978  0.282
C -4.658 -0.087 -0.132  -0.289
C -5.664 -0.697 -0.856  -0.290
H -6.047 -0.150 -1.701  0.256
S -4.274 1.589 -0.664  2.337
O -4.929 2.514 0.214  -0.936
O -4.602 1.643 -2.066  -0.952
N -2.652 1.777 -0.469  -0.699
C -1.749 1.088 -1.344  -0.214
C -0.585 0.533 -0.522  -0.392
H -0.975 -0.198 0.186  0.223
H 0.129 0.036 -1.182  0.203
C 0.101 1.657 0.270  -0.318
C 1.112 1.014 1.214  0.710
O 0.780 0.642 2.327  -0.655
N 2.386 0.859 0.781  -0.442
C 2.908 1.053 -0.552  -0.230
H 2.163 1.488 -1.214  0.216
C 3.365 -0.309 -1.109  -0.221
N 4.344 -0.941 -0.258  -0.435
C 5.702 -0.705 -0.434  0.162
C 6.195 0.243 -1.337  -0.267
C 7.554 0.403 -1.538  -0.246
C 8.440 -0.381 -0.828  0.356
C 7.990 -1.333 0.068  -0.257
C 6.633 -1.494 0.254  -0.228
H 6.293 -2.262 0.930  0.213
H 8.699 -1.946 0.602  0.230
F 9.770 -0.219 -1.014  -0.328
H 7.925 1.138 -2.234  0.228
H 5.526 0.877 -1.896  0.210
C 3.805 -1.120 1.075  -0.215
H 4.547 -1.564 1.734  0.215
C 3.357 0.228 1.656  -0.246
H 2.887 0.091 2.631  0.254
H 4.226 0.889 1.755  0.195
H 2.943 -1.791 1.012  0.200
H 3.757 -0.205 -2.120  0.216
H 2.494 -0.975 -1.150  0.200
H 3.768 1.731 -0.492  0.199
H 0.585 2.356 -0.418  0.205
C -0.931 2.431 1.099  -0.388
C -2.087 2.902 0.225  -0.218
H -1.737 3.656 -0.498  0.174
H -2.885 3.335 0.827  0.250
H -1.319 1.779 1.877  0.230
H -0.450 3.288 1.575  0.214
H -1.372 1.767 -2.124  0.183
H -2.306 0.285 -1.829  0.227
O -3.079 -0.050 1.618  -0.502
C -2.421 -0.714 2.681  -0.266
H -2.069 -1.705 2.376  0.176
H -1.557 -0.101 2.935  0.228
H -3.073 -0.811 3.554  0.180
H -4.166 -2.471 2.202  0.225
H -5.938 -3.542 0.913  0.227
H -8.470 -2.739 -2.607  0.201
H -7.000 -1.838 -3.058  0.178

***

Repeat the third record exactly.
ORCA calculation (ωB97M-V/def2-TZVPD) on C24H30FN3O5S in the gas phase at a distorted geometry.

Calculated values
SMILES   COc1ccc(OC)c(S(=O)(=O)N2CCC(C(=O)N3CCN(c4ccc(F)cc4)CC3)CC2)c1
Relative energy (zero: lowest compared OMol25 entry of this formula, charge and spin)   157.0 kJ/mol
E_HOMO   -7.91 eV
Orbital gap   8.42 eV

Last column: natural (NBO) charge in e.
CARTESIAN COORDINATES (ANGSTROEM)
C -7.722 -2.029 -2.259  -0.253
H -8.211 -1.090 -1.982  0.180
O -7.110 -2.640 -1.145  -0.491
C -6.133 -1.955 -0.496  0.281
C -5.569 -2.572 0.620  -0.215
C -4.565 -1.960 1.340  -0.273
C -4.082 -0.700 0.978  0.282
C -4.658 -0.087 -0.132  -0.289
C -5.664 -0.697 -0.856  -0.290
H -6.047 -0.150 -1.701  0.256
S -4.274 1.589 -0.664  2.337
O -4.929 2.514 0.214  -0.936
O -4.602 1.643 -2.066  -0.952
N -2.652 1.777 -0.469  -0.699
C -1.749 1.088 -1.344  -0.214
C -0.585 0.533 -0.522  -0.392
H -0.975 -0.198 0.186  0.223
H 0.129 0.036 -1.182  0.203
C 0.101 1.657 0.270  -0.318
C 1.112 1.014 1.214  0.710
O 0.780 0.642 2.327  -0.655
N 2.386 0.859 0.781  -0.442
C 2.908 1.053 -0.552  -0.230
H 2.163 1.488 -1.214  0.216
C 3.365 -0.309 -1.109  -0.221
N 4.344 -0.941 -0.258  -0.435
C 5.702 -0.705 -0.434  0.162
C 6.195 0.243 -1.337  -0.267
C 7.554 0.403 -1.538  -0.246
C 8.440 -0.381 -0.828  0.356
C 7.990 -1.333 0.068  -0.257
C 6.633 -1.494 0.254  -0.228
H 6.293 -2.262 0.930  0.213
H 8.699 -1.946 0.602  0.230
F 9.770 -0.219 -1.014  -0.328
H 7.925 1.138 -2.234  0.228
H 5.526 0.877 -1.896  0.210
C 3.805 -1.120 1.075  -0.215
H 4.547 -1.564 1.734  0.215
C 3.357 0.228 1.656  -0.246
H 2.887 0.091 2.631  0.254
H 4.226 0.889 1.755  0.195
H 2.943 -1.791 1.012  0.200
H 3.757 -0.205 -2.120  0.216
H 2.494 -0.975 -1.150  0.200
H 3.768 1.731 -0.492  0.199
H 0.585 2.356 -0.418  0.205
C -0.931 2.431 1.099  -0.388
C -2.087 2.902 0.225  -0.218
H -1.737 3.656 -0.498  0.174
H -2.885 3.335 0.827  0.250
H -1.319 1.779 1.877  0.230
H -0.450 3.288 1.575  0.214
H -1.372 1.767 -2.124  0.183
H -2.306 0.285 -1.829  0.227
O -3.079 -0.050 1.618  -0.502
C -2.421 -0.714 2.681  -0.266
H -2.069 -1.705 2.376  0.176
H -1.557 -0.101 2.935  0.228
H -3.073 -0.811 3.554  0.180
H -4.166 -2.471 2.202  0.225
H -5.938 -3.542 0.913  0.227
H -8.470 -2.739 -2.607  0.201
H -7.000 -1.838 -3.058  0.178